Here is a 5-piece molecular cluster, C34H82FN4O9S overall from OMol25. Energies are from wB97M-V/def2-TZVPD.

Calculated values
* relative energy (zero: lowest compared OMol25 entry of this formula, charge and spin): 94.8 kcal/mol
* Kohn-Sham gap: 5.857 eV
* charge: +1
* E_HOMO: -10.03 eV

Last column: Mulliken charge in e.
Element x y z (Å)
C  -4.06511  6.26906  4.33947  -1.2441
C  -3.62118  5.90805  2.77124  0.4555
C  -4.05506  7.22362  1.87684  -0.7625
C  -4.32815  4.50713  2.22772  -0.9445
C  -4.11271  4.28201  0.59114  0.6239
C  -2.52519  4.56944  0.25253  0.0408
C  -4.61269  2.76536  0.12099  -0.4522
O  -4.74704  2.76412  -1.35576  -0.3311
S  -3.48838  1.81902  -2.07570  0.4810
C  -3.12613  2.62028  -3.72946  -0.6099
C  -1.81255  3.60188  -3.75555  0.1851
C  -0.51538  3.05162  -2.91797  -0.8410
F  -2.13103  5.03262  -3.38916  -0.3222
H  -5.22275  6.23366  4.51032  0.2813
H  -3.46168  5.53129  5.03098  0.3267
H  -3.64344  7.35002  4.56871  0.3795
H  -2.45322  5.79164  2.78448  0.2404
H  -4.26941  8.13021  2.61752  0.3723
H  -3.21380  7.59945  1.14236  0.0330
H  -4.99841  6.95749  1.21247  0.1665
H  -5.48869  4.48896  2.50650  0.3054
H  -3.83441  3.56324  2.75844  0.2467
H  -4.77858  5.04895  0.00970  0.2130
H  -2.22010  5.69766  0.36532  -0.1401
H  -1.90096  3.96298  1.04195  0.2659
H  -2.30633  4.25093  -0.86992  -0.4755
H  -5.69512  2.63957  0.55988  0.3447
H  -3.87543  1.93853  0.49949  -0.0068
H  -2.40760  1.89291  -1.18169  0.1172
H  -4.07148  3.29935  -3.98840  0.3628
H  -3.06154  1.81524  -4.59925  0.4319
H  -1.46869  3.66175  -4.89702  0.3519
H  0.37546  3.81493  -3.13864  0.2011
H  -0.64046  3.03545  -1.75471  0.2365
H  -0.13564  2.01483  -3.36890  0.3623
C  -1.29197  -5.03194  -0.91403  0.3862
O  -2.34645  -4.36109  -0.23709  -0.3789
C  -2.16301  -4.30849  1.18210  -0.4427
C  -1.86233  -2.87093  1.63899  -0.2552
N  -0.53114  -2.44213  1.19993  0.0821
C  -0.28876  -1.00433  1.35506  -0.9152
C  -1.18743  -0.04291  0.55124  -0.0759
O  -0.98551  -0.10097  -0.86268  -0.1809
C  -1.69869  -1.14067  -1.51915  -0.4637
H  -1.59784  -5.18105  -1.95378  0.3014
H  -0.37906  -4.43509  -0.90798  0.0342
H  -1.10066  -6.01465  -0.46968  -0.4067
H  -1.39778  -5.01248  1.53009  -0.0138
H  -3.11582  -4.61768  1.63041  0.4533
H  -1.91488  -2.82021  2.73276  0.4472
H  -2.64729  -2.22109  1.22621  0.1281
H  -0.41011  -2.68195  0.22020  -0.2550
H  0.74903  -0.82917  1.04805  0.0749
H  -0.34815  -0.74694  2.41861  0.5523
H  -0.91237  0.97664  0.84618  0.2457
H  -2.24968  -0.14627  0.79849  0.2673
H  -2.65568  -1.35902  -1.04114  0.3432
H  -1.07887  -2.03935  -1.57162  -0.0920
H  -1.88951  -0.82496  -2.54795  0.3668
C  4.87285  0.23259  -3.37286  -0.6867
O  5.30874  -1.11782  -3.45410  -0.3271
C  6.22623  -1.47846  -2.41550  -0.7999
C  5.57124  -2.45774  -1.42671  -0.1566
N  4.53862  -1.79264  -0.62668  -0.2868
C  3.68820  -2.71552  0.13172  -0.7017
C  2.83657  -3.71844  -0.67261  -0.4076
O  1.79373  -3.11355  -1.44068  -0.1499
C  2.20519  -2.61588  -2.70700  -0.7231
H  4.32712  0.46812  -4.29132  0.2271
H  4.19901  0.37755  -2.52753  0.2642
H  5.72412  0.91755  -3.29582  0.3513
H  6.64131  -0.60249  -1.90301  0.3931
H  7.06237  -1.99429  -2.90460  0.3975
H  6.33878  -2.86473  -0.75818  0.3988
H  5.14976  -3.28741  -2.01224  0.1630
H  3.94436  -1.24278  -1.24031  0.0196
H  3.00550  -2.09421  0.72320  0.2279
H  4.31036  -3.26511  0.84712  0.4218
H  2.33003  -4.36516  0.05353  0.1327
H  3.44119  -4.38793  -1.29421  0.4704
H  3.00850  -3.20840  -3.14928  0.3272
H  2.50337  -1.56847  -2.61444  0.1276
H  1.34395  -2.64355  -3.37931  0.3703
C  -0.33260  7.45588  -1.34973  -0.5552
O  0.64106  6.59924  -0.76805  -0.3071
C  1.46395  5.93983  -1.73685  -0.5884
C  2.90094  6.48647  -1.69261  -0.3435
N  2.96287  7.85815  -2.20579  -0.3444
C  4.23514  8.53605  -1.93775  -0.6765
C  4.62409  8.75636  -0.46186  -0.4760
O  3.78469  9.68358  0.23024  -0.4318
C  2.58393  9.12328  0.74483  -0.4886
H  -1.02081  7.77172  -0.56011  0.0868
H  0.13182  8.34626  -1.77540  0.4019
H  -0.91107  6.93094  -2.11757  0.1864
H  1.04171  5.99199  -2.74742  0.3528
H  1.49201  4.88048  -1.45151  0.3002
H  3.55111  5.84506  -2.29888  0.4065
H  3.24302  6.43497  -0.64898  0.1774
H  2.21598  8.40468  -1.78688  0.0664
H  4.17062  9.51942  -2.41814  0.3669
H  5.04070  7.99256  -2.44433  0.4003
H  5.62473  9.20448  -0.45643  0.3591
H  4.71616  7.81953  0.09854  0.3348
H  2.70414  8.08158  1.04879  0.2519
H  1.78355  9.22074  0.00696  0.1412
H  2.28390  9.70668  1.61898  0.3358
C  -0.49122  -12.22656  1.39299  -0.7157
O  -1.54570  -11.55571  2.06992  -0.3309
C  -1.36226  -11.50311  3.48912  -0.8071
C  -1.06158  -10.06556  3.94600  -0.1555
N  0.26960  -9.63675  3.50695  -0.3049
C  0.51199  -8.19895  3.66207  -1.1439
C  -0.38668  -7.23753  2.85826  -0.3556
O  -0.18476  -7.29559  1.44434  -0.3660
C  -0.89794  -8.33530  0.78787  -0.5906
H  -0.79709  -12.37567  0.35324  0.2330
H  0.42169  -11.62972  1.39904  0.3061
H  -0.29991  -13.20928  1.83733  0.3413
H  -0.59704  -12.20711  3.83710  0.3975
H  -2.31507  -11.81230  3.93743  0.3901
H  -1.11413  -10.01483  5.03978  0.3922
H  -1.84654  -9.41571  3.53322  0.1429
H  0.39064  -9.87658  2.52722  0.0889
H  1.54978  -8.02379  3.35506  0.3933
H  0.45260  -7.94156  4.72563  0.4597
H  -0.11162  -6.21798  3.15320  0.3994
H  -1.44893  -7.34089  3.10550  0.3832
H  -1.85493  -8.55365  1.26588  0.2863
H  -0.27812  -9.23397  0.73540  0.0842
H  -1.08876  -8.01959  -0.24093  0.3634

Cartesian forces (eV/Å) of the 2 atoms listed first:
1.29 -0.30 -0.52
-0.56 0.61 0.53